1.
C2H7N5 | wB97M-V/def2-TZVPD

Calculated values
* energy: -9629.067 eV
* HOMO energy: -8.8 eV
* LUMO: -0.01603 Ha
* energy relative to the best compared isomer or geometry (same formula, charge and spin): 206.89 kcal per mole

Geometry as ORCA input:
```
! RIJCOSX wB97M-V def2-TZVPD def2/J DEFGRID3
* xyz 0 1
C 0.84031 0.45018 -0.22990
C -1.72092 0.14620 -0.23854
H 2.36999 -1.71643 1.08557
H 2.25995 -1.84217 -0.73856
H -0.95992 1.95184 0.34611
H 1.33739 2.44715 1.07404
H -0.12464 -1.46748 -0.59745
H -1.76759 1.29492 -0.64409
H -3.73743 -0.73381 0.20149
N 1.90044 -1.30036 0.06381
N 2.05432 0.10147 -0.08297
N 0.42902 1.86902 -0.06538
N -0.32850 -0.37288 -0.42880
N -2.55243 -0.82764 0.25466
*
```

=====

2.
C9H9N3S | wB97M-V/def2-TZVPD

Calculated values
* energy: -24781.630 eV
* HOMO energy: -8.0 eV
* SMILES string: Cc1cnc(Nc2ccccn2)s1
* LUMO: 0.02070 Ha
* energy relative to the best compared isomer or geometry (same formula, charge and spin): 68.37 kcal per mole

Geometry as ORCA input:
```
! RIJCOSX wB97M-V def2-TZVPD def2/J DEFGRID3
* xyz 0 1
C 1.61324 -0.36617 -4.17864
C 0.90589 -0.74424 -2.85276
C 0.65913 -2.03507 -2.45638
N 0.03178 -2.14442 -1.24765
C -0.13721 -1.00581 -0.59506
N -0.33385 -1.08817 0.78124
C -0.77876 -0.08563 1.65898
C -0.95018 1.29784 1.30049
C -1.13969 2.33458 2.26398
C -1.08763 1.85256 3.64775
C -1.02148 0.63122 3.90750
N -0.70602 -0.31839 2.97815
S 0.40447 0.37741 -1.64150
H 1.41887 -1.36328 -4.59741
H 2.81263 -0.32954 -4.09479
H 1.26604 0.62526 -4.81677
H 1.14912 -3.06529 -2.73485
H 0.01783 -2.04855 1.24130
H -0.78147 1.55459 0.26862
H -0.96804 3.33904 1.85337
H -1.29521 2.49678 4.43682
H -1.07946 0.08528 4.87760
*
```

=====

3.
C2H3FNO3 | wB97M-V/def2-TZVPD

Calculated values
* energy: -12470.523 eV
* HOMO energy (alpha / beta): -3.6 / -3.6 eV
* LUMO (alpha / beta): 0.15963 / 0.15963 Ha
* energy relative to the best compared isomer or geometry (same formula, charge and spin): 34.22 kcal per mole

Geometry as ORCA input:
```
! RIJCOSX wB97M-V def2-TZVPD def2/J DEFGRID3
* xyz -1 1
C 1.86766 -0.32015 0.03146
C 1.04062 0.89434 -0.45668
N -1.03957 -0.77547 0.09910
O 2.95235 -0.31480 -0.62016
O 1.47095 -0.99122 0.99511
O -0.74999 0.09907 -0.91544
F 0.72364 1.70027 0.58963
H 1.30153 1.32235 -1.33584
H -0.66088 -0.32702 0.88351
H -0.75340 -1.75041 -0.11379
*
```

=====

4.
C2HBrCl2S | wB97M-V/def2-TZVPD

Calculated values
* energy: -108007.816 eV
* HOMO energy (alpha / beta): -8.4 / -8.4 eV
* LUMO (alpha / beta): -0.11506 / -0.11513 Ha
* energy relative to the best compared isomer or geometry (same formula, charge and spin): 89.48 kcal per mole

Geometry as ORCA input:
```
! RIJCOSX wB97M-V def2-TZVPD def2/J DEFGRID3
* xyz 0 1
C 0.23885 -0.72648 1.11939
C 0.62723 0.30540 0.48748
S -1.36325 0.23488 -1.92777
Cl 0.36712 -0.75930 2.92809
Cl 1.37232 1.65988 0.64061
Br -0.98454 0.79026 -3.92282
H -0.25773 -1.50464 0.67501
*
```

=====

5.
C25H25BCl2IrN10 | wB97M-V/def2-TZVPD

Calculated values
* energy: -69775.818 eV
* HOMO energy (alpha / beta): -13.3 / -13.3 eV
* LUMO (alpha / beta): -0.26853 / -0.39290 Ha
* energy relative to the best compared isomer or geometry (same formula, charge and spin): 117.23 kcal per mole
* ⟨S²⟩: 0.77

Geometry as ORCA input:
```
! RIJCOSX wB97M-V def2-TZVPD def2/J DEFGRID3
* xyz 2 2
Ir 1.35395 -0.42885 0.75299
C 2.03131 -1.30979 -3.41360
C 2.52245 -1.05895 -2.13683
N 1.52705 -1.11057 -1.25634
N 0.39229 -1.37235 -1.92260
C 0.67986 -1.51118 -3.23269
B -0.88922 -1.79450 -1.17587
N -0.44283 -2.87741 -0.16662
C -0.73963 -4.19139 -0.03826
C -0.02484 -4.70383 1.02096
C 0.70940 -3.62659 1.50433
N 0.45448 -2.53552 0.79471
N -1.48443 -0.64904 -0.32418
C -2.79433 -0.38042 -0.11825
C -2.91014 0.44187 0.97930
C -1.60335 0.61712 1.42729
N -0.76493 -0.03494 0.63340
N -1.94986 -2.21320 -2.21127
C -2.61494 -1.38110 -3.02259
C -3.50772 -2.14845 -3.82301
C -3.29289 -3.46579 -3.42258
N -2.35347 -3.48570 -2.48346
H 2.58557 -1.36092 -4.33358
H 3.53624 -0.85880 -1.83079
H -0.07561 -1.74474 -3.96296
H -1.43071 -4.67371 -0.69431
H -0.03111 -5.71266 1.39210
H 1.38893 -3.62169 2.33601
H -3.57232 -0.78890 -0.73830
H -3.81450 0.83611 1.40666
H -1.25171 1.17833 2.27292
H -2.44576 -0.31424 -3.00546
H -4.19074 -1.79876 -4.58107
H -3.74719 -4.37345 -3.78385
C 1.85052 2.95268 0.86538
N 2.08423 1.62860 1.42670
C 2.84439 1.53783 2.47351
C 3.13417 0.29890 3.03402
C 3.95125 -0.06477 4.11186
C 3.90580 -1.45125 4.19296
C 3.06102 -1.87952 3.16280
N 2.59186 -0.83166 2.46541
C 0.41747 3.43352 0.99334
C -0.22120 3.35630 2.22920
C -1.48133 3.90856 2.40385
C -2.14122 4.49462 1.33265
C -1.50750 4.58010 0.09953
C -0.23109 4.06205 -0.06386
H 2.14448 2.95202 -0.18486
H 2.47849 3.68435 1.38208
H 3.28389 2.42306 2.92728
H 4.51102 0.60959 4.73979
H 4.41645 -2.09690 4.88664
H 2.81814 -2.90151 2.92756
H 0.28964 2.89864 3.06989
H -1.95033 3.88433 3.37962
H -3.13685 4.89777 1.46066
H -2.00525 5.06499 -0.73069
H 0.27912 4.18974 -1.00874
Cl -0.53950 3.63007 -3.72134
C -0.65539 2.07417 -2.89280
Cl 0.81584 1.70918 -1.97674
H -0.77628 1.29622 -3.64100
H -1.48116 2.11232 -2.18687
*
```

=====

6.
C3H3BrO2 | wB97M-V/def2-TZVPD

Calculated values
* energy: -77291.350 eV
* HOMO energy: -9.3 eV
* LUMO: -0.01865 Ha
* energy relative to the best compared isomer or geometry (same formula, charge and spin): 113.32 kcal per mole

Geometry as ORCA input:
```
! RIJCOSX wB97M-V def2-TZVPD def2/J DEFGRID3
* xyz 0 1
C 1.67630 1.82377 -0.14594
C 0.95826 0.83817 -0.10033
C -0.59953 -0.88451 -0.01875
O -0.26685 -1.41128 1.16866
O -0.64854 -1.44627 -1.18288
Br -2.21900 0.35331 0.17917
H 2.43665 2.51704 0.01787
H 0.10395 -0.63700 1.78081
H -1.44124 -1.15323 -1.69861
*
```

=====

7.
C6H12O | wB97M-V/def2-TZVPD

Calculated values
* energy: -8457.263 eV
* HOMO energy (alpha / beta): -6.2 / -6.4 eV
* LUMO (alpha / beta): 0.01917 / 0.01932 Ha
* energy relative to the best compared isomer or geometry (same formula, charge and spin): 163.53 kcal per mole

Geometry as ORCA input:
```
! RIJCOSX wB97M-V def2-TZVPD def2/J DEFGRID3
* xyz 0 1
C 0.36375 0.23814 -0.61187
C 0.13796 -0.32511 0.60327
C -1.91256 -0.49681 -0.36777
C -2.71258 0.68206 0.11445
C 2.42492 0.06828 0.68929
C 3.16453 -0.98183 0.36109
O 0.20581 1.54389 -0.81388
H 0.47189 1.78431 -1.70845
H 0.69265 -0.36983 -1.44544
H 0.29961 -1.37989 0.73147
H -0.16419 0.27975 1.44266
H 2.86449 0.94950 1.16075
H -1.90472 -0.63381 -1.44918
H -2.11485 -1.44124 0.13313
H -2.68877 0.76479 1.20468
H -3.77088 0.62372 -0.17570
H -2.32331 1.62070 -0.29115
H 2.72604 -1.86286 -0.11651
H 4.24022 -1.06376 0.53915
*
```

=====

8.
C4H6Br2 | wB97M-V/def2-TZVPD

Calculated values
* energy: -144324.571 eV
* HOMO energy (alpha / beta): -5.7 / -10.5 eV
* LUMO (alpha / beta): 0.02156 / -0.04893 Ha
* energy relative to the best compared isomer or geometry (same formula, charge and spin): 0.00 kcal per mole
* ⟨S²⟩: 2.01

Geometry as ORCA input:
```
! RIJCOSX wB97M-V def2-TZVPD def2/J DEFGRID3
* xyz 0 3
C -0.72015 0.32088 0.04216
C -0.27574 -1.00252 0.59256
C 0.86323 -0.24106 1.03979
C -0.23264 0.72377 -1.35690
Br 0.15680 -2.40069 -0.67584
Br 0.89370 0.62200 2.71181
H -1.45958 1.05031 0.49801
H -0.85126 -1.35486 1.31754
H 1.88274 -0.17111 0.58300
H 0.72703 1.17369 -1.09446
H -0.93023 1.50536 -1.78317
H -0.05387 -0.22579 -1.87451
*
```

=====

no.,strongest force on any atom (eV/A)
1,5.994
2,9.337
3,6.187
4,3.019
5,3.996
6,5.132
7,0.252
8,7.385